# C13H15CeNSe

C13H15CeNSe as an isolated structure (ωB97M-V with the def2-TZVPD basis set, the Open Molecules 2025 dataset).

The spin multiplicity is 2. As for the frontier orbital gap (alpha / beta): 4.51 / 4.62 eV. Its total charge is -1. The calculation puts the strongest force on any atom at 6.12 eV/Å. The HOMO energy (alpha / beta) is -2.306 / -2.466 eV. As for the expectation value of S²: 0.76.

Last column: Löwdin spin population.
Atoms and positions in Å:
C -0.62896 0.73272 -3.29314  0.0013
C 0.80063 0.81514 -2.98384  -0.0028
C 0.97737 1.85380 -2.02582  -0.0003
C -0.29088 2.35446 -1.65574  -0.0029
C -1.29923 1.66563 -2.40266  0.0008
Ce -1.19858 -0.77868 -1.48755  1.0394
N -3.63437 -0.63312 -2.08770  -0.0658
C 0.42907 -2.65570 -1.96627  0.0047
C 1.67978 -2.24244 -2.30149  0.0147
H 1.92449 2.31702 -1.77675  0.0000
H 1.57913 0.30458 -3.55842  0.0001
H -0.46122 3.23305 -1.05662  -0.0002
H -2.35723 1.89497 -2.44560  0.0004
H -1.10621 0.09072 -4.05179  0.0012
H 1.91706 -1.93814 -3.35290  0.0010
H -0.06943 -2.70759 -0.99411  0.0015
H -3.69447 -1.63359 -2.42013  -0.0001
H 2.54912 -2.35434 -1.61551  0.0016
H -0.38810 -2.63522 -2.75743  0.0030
Se -1.75764 0.44113 1.19660  -0.0003
C -0.60855 0.39741 2.68618  0.0000
C -0.80173 1.04505 3.93917  -0.0002
C 0.10108 0.82981 4.98487  0.0000
C 1.21011 -0.01282 4.80039  0.0000
C 1.42624 -0.61371 3.54742  0.0001
C 0.52612 -0.41747 2.51108  0.0011
H -1.66438 1.69287 4.07805  0.0000
H -0.04006 1.31024 5.95475  0.0000
H 1.90996 -0.20633 5.61791  0.0000
H 2.29916 -1.24035 3.36712  0.0000
H 0.67169 -0.90908 1.54991  0.0016

# C13H15Cl2NO4

One molecule with the formula C13H15Cl2NO4 (ωB97M-V with the def2-TZVPD basis set, the Open Molecules 2025 dataset).

As for the frontier orbital gap: 8.75 eV. The calculation puts the strongest force on any atom at 0.60 eV/Å. The HOMO energy is -8.189 eV.

Last column: natural (NBO) charge in e.
Atoms and positions in Å:
C -4.99002 -3.28820 -0.27327  -0.6335
C -3.93819 -2.46994 0.45998  -0.0771
O -3.68661 -1.22817 -0.20803  -0.5088
C -4.49449 -0.20758 0.07184  0.7741
O -5.42687 -0.25988 0.82535  -0.5856
C -4.03615 1.06579 -0.66122  0.0117
C -5.17261 2.07619 -0.72763  -0.6143
O -2.98918 1.65674 0.09144  -0.4872
C -1.70494 1.21787 -0.00434  0.2831
C -0.80764 1.83118 0.87408  -0.2351
C 0.52995 1.50331 0.87414  -0.2162
C 1.00575 0.54286 -0.01478  0.1153
N 2.35243 0.15196 -0.06875  -0.5873
C 3.38467 0.58819 0.67426  0.6408
O 3.36603 1.42024 1.55001  -0.5782
C 4.70825 -0.10542 0.30252  -0.2920
Cl 5.10754 0.21726 -1.40029  -0.0110
Cl 4.56995 -1.85813 0.56871  -0.0114
C 0.11773 -0.06789 -0.89158  -0.2296
C -1.22543 0.26091 -0.89249  -0.2353
H -4.68479 -3.46148 -1.30245  0.2094
H -5.94066 -2.76073 -0.26932  0.2230
H -5.11713 -4.24489 0.22472  0.2190
H -4.26486 -2.25858 1.48273  0.2024
H -2.97383 -2.98155 0.47322  0.1919
H -3.69252 0.80031 -1.66879  0.1897
H -5.98702 1.67995 -1.32701  0.2177
H -4.81361 3.00281 -1.16595  0.2206
H -5.53634 2.27289 0.27672  0.2342
H -1.19059 2.57328 1.55589  0.2275
H 1.20834 1.98368 1.55845  0.2540
H 2.55847 -0.55541 -0.76378  0.4088
H 5.52076 0.27420 0.92486  0.2546
H 0.47723 -0.81474 -1.58540  0.2053
H -1.88096 -0.24859 -1.57893  0.2199